1.
96
Properties=species:S:1:pos:R:3 method="wB97M-V/def2-TZVPD" orbital_gap_ev=7.096 largest_force_ev_per_a=8.68 lumo_ev=-0.72
C -6.40432 1.28036 7.78254
C -7.12349 1.89051 6.61523
C -8.36234 1.08691 5.89250
O -9.30728 0.55359 6.69812
O -8.56593 0.92801 4.44339
C -7.28744 0.90086 3.71598
C -6.26369 -0.30324 4.15154
C -4.74836 0.19009 4.55722
C -4.12975 1.31190 3.53124
C -4.38468 0.89488 1.94662
C -3.38515 1.83375 1.04838
C -1.99349 1.11157 0.56986
C -1.67628 -0.49414 0.66346
C -0.25944 -1.10116 0.10446
C 0.93862 -0.15253 -0.57543
C 0.59268 1.47626 -0.60316
O 1.58916 2.43214 -1.13753
C -0.82686 2.13044 -0.06122
C -1.13418 3.76937 -0.16168
C -0.72977 4.59396 1.19634
C 0.92529 4.62493 1.27606
N 1.47727 5.76270 2.11651
C 2.94807 5.98036 1.77968
C 3.89116 4.67672 2.19424
C 3.48038 3.56966 3.33917
C 4.48819 2.30909 3.63020
C 5.91934 2.09848 2.82510
C 6.33042 3.21773 1.67367
C 5.31947 4.48073 1.40567
O 5.68285 5.51641 0.40622
N 2.21990 -0.75028 -1.11292
C 1.98187 -1.93708 -2.02225
C 2.72698 -2.01221 -3.51496
N 3.65354 -0.84729 -3.90743
C 2.47184 -3.30881 -4.52499
C 3.21882 -3.26014 -5.98556
C 2.72110 -2.13531 -7.11599
C 3.52534 -2.12651 -8.54331
N 4.65718 -3.01490 -8.97535
C 5.06982 -4.03730 -7.95484
C 4.47236 -4.25773 -6.44548
C 1.48001 -4.55058 -4.01065
C 1.28708 -5.78083 -5.11698
C 2.57544 -6.79100 -5.20301
N 3.26107 -7.32089 -4.13432
C 0.71506 -4.53233 -2.52710
P -0.41675 -5.99372 -1.98575
N 0.22479 -7.57189 -2.62239
O -0.33785 -6.23008 -0.22732
C 0.98540 -3.20412 -1.57524
S 0.15628 -2.96654 0.13035
H -6.56435 0.11259 7.94424
H -5.69186 1.94230 8.43998
H -6.82636 2.94668 6.14982
H -6.82217 1.99097 3.80292
H -7.49468 0.75247 2.54974
H -6.12976 -1.02579 3.21201
H -6.68905 -0.98396 5.01703
H -4.05820 -0.78302 4.51848
H -4.64635 0.60359 5.65231
H -2.94877 1.35285 3.66255
H -4.57701 2.38521 3.67019
H -5.49293 1.15084 1.58371
H -4.25949 -0.25842 1.79348
H -3.19232 2.85448 1.60464
H -3.98185 2.09917 0.05018
H -2.45894 -1.26462 1.08893
H 2.03149 2.02712 -1.96324
H -2.27725 3.99757 -0.37953
H -0.53074 4.23910 -1.07769
H -1.23836 4.21221 2.18124
H -1.07519 5.73049 1.07764
H 1.23740 3.54714 1.67971
H 1.29600 4.72858 0.15234
H 1.00859 6.66266 1.83975
H 3.40912 6.95419 2.23572
H 3.01395 6.05590 0.59016
H 2.43847 3.68108 3.90856
H 4.19420 1.48341 4.43672
H 6.65143 1.19778 2.98128
H 7.31928 3.16439 1.03664
H 6.39557 6.09043 0.81997
H 2.79219 -0.00074 -1.55978
H 4.32099 -0.63802 -3.10477
H 3.01232 -0.02590 -3.99401
H 1.84697 -1.37558 -6.94942
H 3.15347 -1.31901 -9.34108
H 5.94342 -4.78447 -8.27917
H 4.87563 -5.09535 -5.72292
H 1.20136 -5.24267 -6.17604
H 0.25248 -6.31592 -4.94678
H 2.99161 -7.05904 -6.28856
H 2.77961 -6.97727 -3.25531
H -0.46823 -8.27618 -2.22905
H 1.09125 -7.74471 -2.02995
H 0.51731 -6.73332 -0.03153



2.
97
Properties=species:S:1:pos:R:3 method="wB97M-V/def2-TZVPD" de_lowest_kj_mol=0.0 spin_multiplicity=2 orbital_gap_ev="8.261 / 8.256" s2=0.7508 largest_force_ev_per_a=0.82 total_charge=+2 lumo_ev="-4.21 / -4.21"
Yb 11.96085 12.84566 10.65690
C 15.88107 11.47815 7.97571
N 15.75585 10.89214 9.31103
C 16.73386 9.85257 9.68080
C 14.84125 11.36165 10.16054
O 14.01514 12.23861 9.83552
C 14.84568 10.81545 11.59366
O 13.79732 11.42128 12.30326
C 14.11336 12.09946 13.49923
C 13.82130 13.59104 13.27683
O 13.21786 13.89153 12.23001
N 14.17766 14.49600 14.17421
C 14.73700 14.17544 15.47492
C 13.87309 15.92236 13.95433
H 16.92349 11.47783 7.68352
H 15.50246 12.49707 7.98378
H 15.30150 10.90788 7.24257
H 17.08895 9.39512 8.75980
H 16.26158 9.08524 10.30164
H 17.60262 10.24712 10.21891
H 15.82792 10.99180 12.03687
H 14.66814 9.73889 11.58160
H 15.15648 11.95251 13.76926
H 13.48293 11.69728 14.29455
H 15.10025 13.15110 15.53837
H 13.96587 14.28381 16.24369
H 15.54019 14.86952 15.70608
H 13.52951 16.07150 12.93627
H 14.78626 16.49474 14.11426
H 13.08939 16.23852 14.64538
N 9.13026 13.80661 7.43244
C 10.11440 13.79203 8.33023
O 10.10420 12.98998 9.28485
C 11.29015 14.71019 8.13122
C 12.04466 14.85791 9.45845
H 8.36073 13.17072 7.50113
H 9.11773 14.50151 6.70526
H 10.96851 15.64842 7.66815
H 11.94272 14.18725 7.41350
H 11.59410 15.67499 10.02547
H 13.08406 15.12490 9.27687
I 10.04740 14.39264 12.54991
C 8.64476 13.63674 13.94921
C 7.89515 14.64619 14.48998
C 6.89680 14.38119 15.43331
C 6.65012 13.10929 15.83226
C 7.41406 12.04626 15.32054
C 7.11684 10.74219 15.78752
C 7.81498 9.65887 15.35850
C 8.82662 9.87428 14.42232
C 9.16915 11.11489 13.91536
P 10.40961 10.91758 12.56121
C 9.44636 9.84051 11.45736
C 9.36950 8.46368 11.60107
C 8.49090 7.70801 10.83496
C 7.68404 8.32656 9.90386
C 7.73210 9.71599 9.77518
C 8.59000 10.46947 10.54809
C 11.63813 9.81667 13.36163
C 11.86933 9.89590 14.73129
C 12.79326 9.03896 15.32955
C 13.47146 8.08843 14.58552
C 13.22522 7.99455 13.22617
C 12.32592 8.85754 12.61604
C 8.47230 12.28389 14.34973
H 8.05518 15.67069 14.16854
H 6.28142 15.19674 15.80530
H 5.87259 12.88180 16.55994
H 6.30792 10.60880 16.51326
H 7.59854 8.66103 15.71942
H 9.34586 8.99938 14.08644
H 10.00606 7.95242 12.30971
H 8.44019 6.63494 10.97437
H 6.99479 7.74497 9.29589
H 7.05267 10.20605 9.08093
H 8.60054 11.54641 10.45978
H 11.32982 10.61518 15.33842
H 12.95501 9.08021 16.40215
H 14.14197 7.37041 15.04562
H 13.72290 7.22552 12.62260
H 12.12602 8.75048 11.55344
N 11.78229 10.67323 9.67944
C 11.91665 9.64667 9.16320
N 12.13429 8.52889 8.54606
C 11.56435 7.24262 9.00171
C 11.02819 6.49652 7.78086
O 12.04111 6.39655 6.79188
C 12.44223 7.65558 6.30626
C 13.08786 8.48280 7.41398
H 10.76156 7.43589 9.69936
H 12.34395 6.65599 9.49527
H 10.16216 7.02742 7.37251
H 10.71900 5.48132 8.01646
H 11.57430 8.19829 5.92332
H 13.13313 7.47148 5.49541
H 13.26566 9.48624 7.05373
H 14.02975 8.03462 7.74274



3.
102
Properties=species:S:1:pos:R:3 method="wB97M-V/def2-TZVPD" de_lowest_kj_mol=66.0 spin_multiplicity=2 orbital_gap_ev="5.414 / 5.387" s2=0.7741 largest_force_ev_per_a=1.21 total_charge=-1 lumo_ev="0.62 / 0.63"
Ru -0.40178 -0.51274 -0.32389
C 2.60602 -1.83439 3.02922
C 2.00674 -1.71881 1.77865
N 1.07048 -0.81324 1.56538
C 0.71599 -0.01928 2.57776
C 1.32664 -0.14974 3.81712
N 2.27727 -1.05012 4.04293
C -0.23918 1.04399 2.23155
C -0.66622 2.03557 3.09680
C -1.44997 3.08211 2.61870
C -1.74700 3.12075 1.26320
C -1.32035 2.08406 0.45044
N -0.62904 1.04581 0.94834
C -1.49593 2.01584 -0.99820
C -2.12805 2.97938 -1.77158
N -2.23006 2.89262 -3.08682
C -1.66741 1.82573 -3.64306
C -1.02582 0.84543 -2.91257
N -0.95353 0.92382 -1.58403
C -1.92820 4.14795 3.52501
C -3.15189 4.77754 3.31255
C -3.56080 5.77007 4.18897
N -2.84924 6.17114 5.23822
C -1.68161 5.56707 5.43771
C -1.18134 4.56296 4.62385
H 3.35898 -2.59483 3.19556
H 2.27447 -2.35797 0.94853
H 1.06355 0.48710 4.65377
H -0.40252 1.98984 4.14304
H -2.28183 3.95864 0.84026
H -2.57068 3.85123 -1.30420
H -1.73199 1.72100 -4.71887
H -0.58282 -0.01829 -3.38288
H -3.79944 4.48323 2.49732
H -4.51545 6.26294 4.03855
H -1.10607 5.90418 6.29340
H -0.20896 4.13928 4.83717
S -0.23966 -2.62720 -1.60528
C -0.59492 -2.33594 -3.20812
N -0.89769 -2.12736 -4.31174
C -5.29328 -0.90742 -0.35566
C -4.57107 -1.25106 -1.48900
C -3.18403 -1.17719 -1.50221
C -2.45749 -0.76123 -0.38407
C -3.21151 -0.38695 0.73544
C -4.60012 -0.47143 0.76169
H -6.37463 -0.97338 -0.34673
H -5.08749 -1.58767 -2.38099
H -2.67842 -1.45580 -2.41384
H -2.72029 -0.03318 1.63512
H -5.13489 -0.18952 1.66317
C 4.36927 -1.30229 -6.26445
Si 2.97834 -1.24916 -4.98298
C 1.47357 -0.51956 -5.84525
C 2.66255 -3.00182 -4.39509
Si 3.64754 0.10598 -3.18116
Te 2.18160 0.29777 -1.16895
Si 3.83745 2.35986 -3.81161
C 4.47922 3.39222 -2.37119
C 5.01588 2.59346 -5.27303
C 2.13947 3.02684 -4.29334
Si 5.60623 -0.73708 -2.17840
C 6.08200 0.31806 -0.69030
C 7.06873 -0.73091 -3.37738
C 5.29794 -2.49852 -1.59490
H 4.06458 -1.93172 -7.10657
H 5.28822 -1.72354 -5.84960
H 4.60404 -0.30944 -6.65666
H 1.23759 -1.11644 -6.73177
H 1.65711 0.50903 -6.16648
H 0.59554 -0.54975 -5.20504
H 2.23289 -3.60246 -5.20183
H 1.96936 -3.02081 -3.55284
H 3.59235 -3.47715 -4.07314
H 5.52435 3.16431 -2.14855
H 3.88941 3.19734 -1.47273
H 4.40964 4.45793 -2.61101
H 6.02261 2.24243 -5.03128
H 5.08537 3.65184 -5.54418
H 4.67495 2.04434 -6.15436
H 1.41597 2.80308 -3.50461
H 1.77569 2.58828 -5.22531
H 2.18288 4.11281 -4.42260
H 6.43126 1.30834 -0.99182
H 6.88694 -0.16900 -0.13070
H 5.22779 0.44903 -0.02263
H 7.30751 0.28287 -3.70986
H 6.86945 -1.33501 -4.26550
H 7.95774 -1.14032 -2.88667
H 4.37541 -2.55933 -1.01293
H 6.12587 -2.83806 -0.96504
H 5.20784 -3.19264 -2.43311
N -2.05013 -2.20561 3.02882
C -1.00357 -2.81494 2.35580
O -0.79579 -2.52739 1.15998
C -0.19057 -3.72007 3.09915
C -0.50523 -3.99170 4.44598
N -0.83001 -4.15993 5.54492
C 0.90904 -4.36655 2.49863
N 1.82963 -4.89443 2.03864
H -2.34270 -2.63594 3.89324
H -2.79368 -1.92232 2.40962



4.
102
Properties=species:S:1:pos:R:3 method="wB97M-V/def2-TZVPD" de_lowest_kj_mol=136.4 orbital_gap_ev=6.721 largest_force_ev_per_a=1.99 total_charge=-1 lumo_ev=2.16
Bi -0.38644 0.24003 0.13517
C -1.55903 6.34321 2.74917
C -1.15337 5.75218 1.39691
N -1.85443 4.55205 1.02711
C -1.42582 3.32135 1.45247
S -2.46652 1.98281 1.07512
N -0.26655 3.20260 1.98220
N 0.26059 2.02821 2.28226
C -0.06909 1.34060 3.31103
C -1.14809 1.73677 4.28056
C 0.64140 0.07125 3.43500
C 1.00560 -0.50294 4.65510
C 1.72150 -1.68594 4.64674
C 2.06046 -2.26451 3.43198
C 1.65706 -1.62467 2.26887
N 0.96905 -0.50595 2.28030
H -0.92126 7.19202 2.99016
H -1.45015 5.59346 3.52749
H -2.59321 6.68174 2.72980
H -0.09975 5.47190 1.43493
H -1.30834 6.50017 0.61216
H -2.84390 4.59921 0.84186
H -1.07407 2.80133 4.50789
H -1.11266 1.16147 5.20031
H -2.11220 1.56496 3.79709
H 0.76602 -0.01269 5.58711
H 2.01445 -2.15581 5.57675
H 2.61986 -3.18734 3.39021
H 1.87285 -2.02244 1.28888
O -5.52796 -2.25324 -0.24110
C -5.25422 -2.46991 1.05209
C -6.23597 -3.07579 1.84050
C -6.02460 -3.30569 3.18405
C -4.82715 -2.93471 3.77758
C -3.85070 -2.33174 3.01403
C -4.03905 -2.09090 1.65491
C -2.96666 -1.36535 0.93488
O -1.92739 -1.03549 1.54360
N -3.29983 -1.01990 -0.31366
N -2.50603 -0.12700 -0.88227
C -2.92963 0.61427 -1.84539
C -2.22715 1.82513 -2.15393
C -2.80730 2.81548 -2.96213
C -2.19513 4.04934 -3.04341
C -0.99143 4.25393 -2.37548
C -0.46119 3.20612 -1.63870
N -1.08170 2.05544 -1.50663
H -4.74481 -1.74463 -0.60395
H -7.16927 -3.35024 1.37175
H -6.80822 -3.75503 3.77716
H -4.66110 -3.10734 4.83078
H -2.92275 -2.00167 3.45951
H -3.91338 0.45254 -2.28380
H -3.73683 2.61175 -3.47580
H -2.65359 4.85090 -3.60834
H -0.48766 5.20674 -2.41904
H 0.47828 3.29063 -1.11085
C 5.30803 1.80208 -3.42583
C 5.38918 0.88726 -2.20238
N 4.48740 1.30405 -1.15330
C 4.98738 2.23059 -0.16659
C 5.58571 1.51542 1.04381
C 3.20296 0.85582 -1.12964
S 2.23156 1.32689 0.19195
N 2.88612 0.03458 -2.11482
C 1.67628 -0.33254 -2.51936
O 0.56814 0.15798 -2.22506
C 1.74462 -1.38618 -3.57998
C 2.89898 -1.58475 -4.33126
C 2.94097 -2.56575 -5.30469
C 1.83246 -3.36512 -5.53700
C 0.67743 -3.16772 -4.79596
C 0.62957 -2.17760 -3.82937
H 6.00791 1.47491 -4.19265
H 5.53966 2.83047 -3.15399
H 4.29933 1.77078 -3.82764
H 6.40888 0.88428 -1.80399
H 5.11355 -0.12969 -2.48941
H 4.14708 2.84196 0.16986
H 5.73588 2.87190 -0.64260
H 4.80427 0.94556 1.53747
H 5.98845 2.24070 1.74608
H 6.38246 0.83834 0.74247
H 3.75724 -0.95771 -4.14648
H 3.84627 -2.70909 -5.88077
H 1.87619 -4.14196 -6.29069
H -0.18631 -3.79563 -4.96782
H -0.25583 -2.01512 -3.23519
C -1.92675 -3.79744 -1.30138
Si -0.31738 -3.39991 -0.32630
C 1.07205 -4.49289 -1.08163
C -0.62397 -4.06264 1.45117
O 0.10293 -1.87749 -0.36944
H -1.91014 -4.77963 -1.76769
H -2.08352 -3.05937 -2.08346
H -2.79168 -3.76116 -0.64405
H 0.81742 -5.54789 -1.01517
H 2.01118 -4.34640 -0.55674
H 1.24747 -4.25490 -2.12648
H -1.20731 -4.97911 1.46269
H -1.17181 -3.31177 2.00937
H 0.29814 -4.25278 1.99297